57
Properties=species:S:1:pos:R:3 method="wB97M-V/def2-TZVPD" total_charge=0 homo_lumo_gap_ev=8.8 energy_ev=-33350.8760 relative_energy_ev=1.7763 smiles="O=C(Nc1ccnn1C1CCN(CCCc2ccccc2)CC1)c1ccccc1"
C 3.987 0.984 -0.159
C 1.127 -2.410 -0.815
C -0.194 -1.998 -0.807
H -2.154 0.465 1.652
H -0.448 -1.057 -1.271
H -2.591 0.947 -1.626
H -3.080 2.627 -1.739
H -3.583 2.808 0.495
C 4.272 0.882 1.198
O -3.503 -3.252 -0.076
C 1.102 1.306 -0.486
H 0.789 -5.392 0.735
C 3.430 2.258 -0.730
C -4.056 -0.465 0.076
C -6.144 0.139 0.378
C 0.515 -4.440 0.305
H -0.503 2.976 1.249
C 4.200 -0.125 -0.968
C -2.615 -2.430 -0.150
H -0.923 3.393 -0.913
H 0.003 1.370 1.822
C -5.336 -0.979 0.136
C -2.103 1.529 1.419
C 4.944 -1.403 0.919
H -2.019 -0.472 -0.159
H 2.521 -3.930 -0.249
H 4.123 1.740 1.839
C -2.495 1.922 -1.146
N -4.158 0.876 0.280
C -3.095 1.854 0.276
H 4.065 3.100 -0.441
C 1.486 -3.623 -0.250
H 1.883 -1.779 -1.258
H -5.623 -2.002 0.025
H 1.446 0.479 0.143
H 4.840 -2.161 -1.080
H 3.427 2.197 -1.820
N -5.429 1.243 0.459
N -2.828 -1.079 -0.125
H 2.018 2.750 0.830
C -1.172 -2.805 -0.232
H 3.994 -0.058 -2.027
H -2.422 2.058 2.318
C 2.001 2.525 -0.238
C 4.744 -0.302 1.734
H -1.579 -4.660 0.732
H 5.313 -2.328 1.338
H 1.206 0.996 -1.530
H -7.208 0.177 0.493
H 1.601 3.395 -0.763
C 4.677 -1.310 -0.435
C -0.648 1.890 1.116
H -0.624 2.175 -2.172
H 4.958 -0.366 2.791
C -0.806 -4.036 0.308
N -0.314 1.475 -0.231
C -1.024 2.324 -1.166